C4H10NOP | the ωB97M-V functional and the def2-TZVPD basis

Structure (XYZ):
```
17
Properties=species:S:1:pos:R:3:forces:R:3
C 2.899 -0.313 -0.432 0.6 1.2 -1.6
O 2.002 0.675 0.081 0.3 -0.5 0.2
P 0.449 0.665 0.420 0.2 -0.7 -0.2
N -0.414 1.357 -0.621 -1.1 1.2 -1.6
C -1.796 0.925 -0.622 -1.2 1.6 2.4
C -1.933 -0.390 0.212 -1.7 -1.8 -2.0
C -0.522 -0.827 0.687 -0.6 0.7 -3.9
H 3.877 0.278 -0.654 -1.7 -1.3 0.4
H 3.065 -1.097 0.302 0.1 -0.1 -0.1
H 2.479 -0.710 -1.400 0.6 0.2 1.0
H 0.656 1.142 1.649 0.1 1.0 1.7
H -2.334 0.956 -1.544 0.5 -0.8 -1.4
H -2.492 1.699 -0.127 1.2 -0.6 0.0
H -2.654 -0.352 1.028 0.3 0.6 0.3
H -2.507 -1.208 -0.452 1.8 1.4 1.2
H -0.595 -1.300 1.568 0.3 -1.6 3.3
H -0.178 -1.500 -0.094 0.3 -0.5 0.1
```
Positions in Å, forces in eV/Å.

Output
- Molecular weight: 119.10 g mol⁻¹
- SMILES: CO[P@H]1=NCCC1
- Net charge: 0
- Max |F|: 4.00 eV Å⁻¹
- LUMO: 0.0298 Eh

Mulliken population analysis, charges in e, atoms 1 to 4: atom 1 (C): -0.565, atom 2 (O): -0.255, atom 3 (P): 0.225, atom 4 (N): -0.453